(1)
The following is a DFT calculation (ωB97M-V/def2-TZVPD) of a structure of composition C37H50F3IrN4O3P2S2Si2.

Its total energy is -4346.78974 hartree. For the relative energy (zero: lowest compared OMol25 entry of this formula, charge and spin), the calculation gives 0.133 eV. For the highest occupied orbital energy, the calculation gives -7.30 eV. The strongest force on any atom comes out at 0.753 eV Å⁻¹.

Geometry as XYZ:
```
104
Properties=species:S:1:pos:R:3:mulliken_charge:R:1
Ir -0.2713 -0.0763 -0.8207 2.3338
C -3.9786 -0.6360 -0.2830 -0.5343
Si -2.8967 -2.1086 0.1056 0.3639
C -3.0877 -3.4276 -1.1987 -1.2654
C -3.5898 -2.9383 1.6486 -1.2640
N -1.2872 -1.4920 0.3607 0.0708
P 0.0650 -2.1414 0.9749 2.0491
C 1.1946 -0.9683 0.4230 -1.5230
P 1.4288 0.5877 1.0842 1.3026
N -0.0419 1.2710 0.7697 0.1059
Si -1.0400 2.3212 1.7128 0.0747
C -2.1953 1.3651 2.8358 -0.5416
C 0.0191 3.4508 2.7793 -1.0342
C -2.1449 3.4140 0.6751 -1.1841
C 2.7345 1.3976 0.1246 0.0435
C 2.7827 2.7803 -0.0236 0.3133
C 3.8622 3.3784 -0.6542 -0.9296
C 4.8986 2.5957 -1.1475 -0.6467
C 4.8499 1.2154 -1.0154 -0.7680
C 3.7710 0.6175 -0.3761 -0.4813
C 2.0117 0.9036 2.7905 0.6938
C 3.1149 1.7201 3.0522 -0.8014
C 3.4860 2.0125 4.3560 -0.8525
C 2.7708 1.4871 5.4226 -0.7671
C 1.6859 0.6596 5.1761 -0.9580
C 1.3161 0.3712 3.8716 0.3155
C 0.4210 -3.7717 0.2762 0.4022
C -0.2582 -4.8972 0.7421 -0.2925
C -0.0862 -6.1219 0.1172 -0.6259
C 0.7694 -6.2290 -0.9716 -0.6123
C 1.4582 -5.1151 -1.4284 -0.7085
C 1.2893 -3.8869 -0.8045 -0.6665
C -0.0484 -2.5166 2.7417 0.9276
C 0.9575 -3.2594 3.3592 -1.2048
C 0.9339 -3.4538 4.7315 -0.7427
C -0.1073 -2.9316 5.4896 -0.7295
C -1.1170 -2.2023 4.8778 -0.6893
C -1.0774 -1.9835 3.5079 -0.2297
H -4.9911 -0.9520 -0.5418 0.4977
H -3.5687 -0.0882 -1.1311 -0.2625
H -4.0400 0.0420 0.5716 0.2313
H -4.0557 -3.9083 -1.0233 0.4805
H -2.3189 -4.1982 -1.1067 0.2609
H -3.0725 -3.0636 -2.2212 0.3402
H -4.6666 -3.0399 1.4795 0.4764
H -3.4599 -2.4100 2.5887 0.3421
H -3.1969 -3.9505 1.7646 0.3320
H -1.6554 0.8408 3.6258 0.1506
H -2.7463 0.6291 2.2449 -0.2738
H -2.9242 2.0304 3.3058 0.5567
H 0.3038 2.9732 3.7181 0.2792
H -0.5448 4.3542 3.0247 0.4926
H 0.9358 3.7632 2.2787 0.2448
H -2.9711 2.8542 0.2353 0.2764
H -1.6115 3.9408 -0.1185 0.2104
H -2.5811 4.1602 1.3444 0.4954
H 1.9583 3.3863 0.3306 0.1971
H 3.8923 4.4549 -0.7662 0.4620
H 5.7407 3.0624 -1.6427 0.3855
H 5.6497 0.6035 -1.4116 0.4247
H 3.7065 -0.4599 -0.2872 0.4054
H 3.6941 2.1398 2.2436 0.3251
H 4.3384 2.6547 4.5356 0.4622
H 3.0626 1.7164 6.4393 0.3966
H 1.1204 0.2325 5.9946 0.4781
H 0.4601 -0.2600 3.7002 0.1374
H -0.9232 -4.8176 1.5935 0.2910
H -0.6193 -6.9920 0.4778 0.4263
H 0.9010 -7.1851 -1.4618 0.3874
H 2.1242 -5.1995 -2.2770 0.4445
H 1.8104 -3.0065 -1.1535 0.2666
H 1.7565 -3.6861 2.7654 0.5353
H 1.7226 -4.0194 5.2096 0.4391
H -0.1307 -3.0959 6.5592 0.4040
H -1.9288 -1.7934 5.4660 0.4550
H -1.8277 -1.3756 3.0267 0.0429
C 0.4066 4.3586 -4.6873 -1.1956
N 0.6845 2.9517 -4.4137 0.2326
C 2.0970 2.6400 -4.5862 -0.9675
C -0.0596 2.3135 -3.4478 -0.1841
S 0.8212 1.5768 -2.1995 -0.0477
N -1.3927 2.4070 -3.5840 0.8544
C -2.0425 2.6091 -4.8725 -1.3365
C -2.3318 2.2181 -2.4979 -0.4427
H 1.1259 4.9846 -4.1490 0.3411
H -0.5887 4.6348 -4.3627 0.4233
H 0.4998 4.5654 -5.7545 0.3013
H 2.3985 3.0064 -5.5683 0.3696
H 2.2596 1.5711 -4.5383 0.2370
H 2.7168 3.1203 -3.8228 0.3507
H -1.3275 2.4877 -5.6790 0.4556
H -2.5053 3.5974 -4.9360 0.2991
H -2.8249 1.8568 -4.9762 0.3563
H -1.7964 1.9955 -1.5773 -0.8905
H -3.0055 1.3978 -2.7301 0.2782
H -2.9027 3.1388 -2.3595 0.5911
F 1.0009 -0.2376 -4.7941 -0.2288
C -0.1915 -0.8092 -4.9912 0.4253
F -0.0371 -1.7543 -5.9171 -0.2459
F -1.0193 0.1227 -5.4910 -0.2339
S -0.8923 -1.5419 -3.4236 0.8523
O 0.2453 -1.6386 -2.5078 -0.6734
O -1.4535 -2.7620 -3.9114 -0.5979
O -1.8211 -0.5390 -2.8862 -0.7646
```

(2)
The following is a DFT calculation (ωB97M-V/def2-TZVPD) of a cluster of 6 separate species, C32H71N10O9 in total.

The total charge is +1. Its total energy is -2486.23811 hartree. For the highest occupied orbital energy, the calculation gives -10.75 eV. The strongest force on any atom comes out at 0.416 eV Å⁻¹.

Geometry as XYZ:
```
122
Properties=species:S:1:pos:R:3:mulliken_charge:R:1
C -1.5599 -4.2956 1.3690 -1.2597
C -1.6695 -3.8961 -0.1115 -0.4736
C -1.4608 -2.4045 -0.4262 0.5293
C -1.8709 -1.4528 0.6957 -1.2518
N -2.1731 -0.0691 0.2618 -0.6457
N -1.3454 0.3755 -0.7590 1.2982
N -0.0042 0.4442 -0.4996 -0.0355
C 0.5506 0.9422 -1.6210 0.2005
N 1.8637 1.1271 -1.7314 -0.1464
O 2.6731 0.7399 -0.6971 -0.1720
C 2.9942 -0.6859 -0.7099 -0.0188
C 4.3722 -0.8386 -0.1204 -0.1152
C 4.7956 -2.3072 -0.0644 -0.5525
C 4.0829 -3.1262 1.0243 -1.1657
N -0.3669 1.2122 -2.5441 -0.8070
C -1.5327 0.8529 -1.9772 0.0091
C -2.8531 1.0086 -2.6683 -0.5796
O -3.8390 0.1642 -2.1459 -0.2581
C -5.0275 0.8081 -1.6681 -0.5391
C -6.2003 -0.1629 -1.7649 -0.5354
O -7.2358 0.4459 -2.5053 -0.4084
C -8.5325 0.2655 -1.9574 -0.6366
C -9.0583 -1.1701 -2.0963 -0.3697
O -9.2621 -1.7852 -0.8429 -0.3749
C -10.6117 -1.8000 -0.3926 -0.3103
C -11.4085 -2.9400 -0.9999 -1.0869
H -0.9332 -3.6141 1.9468 0.3122
H -1.1088 -5.2827 1.4627 0.3866
H -2.5342 -4.3569 1.8549 0.3299
H -0.9228 -4.4499 -0.6776 0.3701
H -2.6330 -4.2066 -0.5153 0.3545
H -0.4051 -2.2500 -0.6745 -0.0861
H -2.0139 -2.1572 -1.3348 0.0112
H -1.1161 -1.3913 1.4815 0.2911
H -2.7919 -1.7967 1.1669 0.4433
H -3.1164 0.0159 -0.0918 0.1935
H 0.4037 0.1514 0.3742 0.2870
H 2.2881 1.5860 -2.5217 0.1497
H 2.2619 -1.2227 -0.0942 -0.0358
H 2.9150 -1.0550 -1.7346 0.3776
H 5.0996 -0.2597 -0.6927 0.1795
H 4.3721 -0.4434 0.8977 0.0916
H 4.6287 -2.7642 -1.0440 0.5928
H 5.8663 -2.3000 0.1210 0.1289
H 3.2513 -2.5781 1.4767 0.2754
H 3.6816 -4.0637 0.6382 0.3228
H 4.7665 -3.3801 1.8341 0.2793
H -3.1529 2.0608 -2.6179 0.4685
H -2.6609 0.7757 -3.7194 0.5274
H -5.2602 1.6830 -2.2793 0.4454
H -4.8811 1.1588 -0.6376 0.3162
H -6.5607 -0.4550 -0.7741 0.4002
H -5.8463 -1.0684 -2.2683 0.2432
H -8.5265 0.5161 -0.8896 0.3921
H -9.1638 0.9867 -2.4739 0.3785
H -8.3121 -1.7589 -2.6361 0.4056
H -9.9752 -1.1891 -2.6929 0.2689
H -10.5563 -1.9015 0.6910 0.3321
H -11.0859 -0.8370 -0.6184 0.3111
H -12.3681 -3.0459 -0.4922 0.3836
H -10.8536 -3.8732 -0.9066 0.2787
H -11.6211 -2.7646 -2.0561 0.2912
C 6.9302 -1.4504 3.0459 0.0156
O 6.4546 -0.8542 2.0914 -0.4836
N 8.2123 -1.8411 3.1100 0.1330
C 8.7532 -2.5453 4.2542 -0.9425
C 9.0783 -1.5343 1.9804 -0.8988
H 6.3405 -1.7164 3.9379 0.3468
H 9.5654 -1.9789 4.7127 0.3533
H 9.1345 -3.5258 3.9644 0.3534
H 7.9679 -2.6839 4.9952 0.2794
H 9.1292 -0.4585 1.8122 0.2491
H 8.6993 -1.9886 1.0653 0.2912
H 10.0741 -1.9163 2.1918 0.3790
C 7.9962 1.9132 -0.7847 0.0291
O 7.5131 0.8128 -0.9849 -0.5154
N 7.6611 2.7141 0.2448 0.2005
C 8.2324 4.0319 0.4161 -0.9417
C 6.6781 2.2238 1.1996 -0.4276
H 8.7571 2.3561 -1.4493 0.2574
H 8.7626 4.1106 1.3672 0.3311
H 7.4584 4.8018 0.3896 0.3257
H 8.9389 4.2258 -0.3892 0.2987
H 7.0314 1.3209 1.6949 0.0227
H 5.7524 1.9681 0.6801 -0.0470
H 6.4782 2.9993 1.9365 0.4357
C 2.8398 4.1358 3.7625 0.0378
O 3.4974 3.4549 4.5212 -0.5682
N 2.3678 3.6914 2.5749 0.2752
C 1.5746 4.5121 1.6878 -0.7942
C 2.6630 2.3246 2.1889 -0.6651
H 2.5675 5.1829 3.9759 0.2908
H 0.6020 4.0427 1.5142 0.1784
H 2.0702 4.6415 0.7226 0.3120
H 1.4178 5.4929 2.1324 0.3140
H 2.2712 1.6258 2.9319 0.3662
H 3.7383 2.1561 2.1174 0.0960
H 2.2086 2.1303 1.2201 0.1663
C -2.4068 -3.3888 -4.3839 0.0299
O -1.7589 -3.5858 -3.3703 -0.5867
N -2.2019 -2.3614 -5.2288 0.1959
C -2.9982 -2.1740 -6.4253 -0.9521
C -1.1353 -1.4257 -4.9280 -0.6005
H -3.2245 -4.0557 -4.6996 0.3465
H -2.3747 -2.2099 -7.3199 0.3608
H -3.5201 -1.2154 -6.4030 0.3266
H -3.7391 -2.9684 -6.4898 0.2954
H -0.1722 -1.9358 -4.8840 0.3658
H -1.3024 -0.9462 -3.9620 -0.2068
H -1.1032 -0.6636 -5.7033 0.3943
C -3.0796 4.8213 2.1865 0.0888
O -3.6374 5.8588 2.4660 -0.5722
N -2.5493 3.9678 3.0915 0.1785
C -1.8915 2.7470 2.6921 -0.7185
C -2.6494 4.3057 4.5027 -1.0404
H -2.9519 4.4747 1.1438 0.2802
H -2.3884 1.8679 3.1093 0.4470
H -0.8486 2.7403 3.0234 0.3347
H -1.9151 2.6738 1.6045 -0.0409
H -3.6926 4.3994 4.8033 0.3099
H -2.1576 5.2566 4.7070 0.3124
H -2.1739 3.5207 5.0865 0.4051
```

(3)
The following is a DFT calculation (ωB97M-V/def2-TZVPD) of a structure of composition C14H32CaO10.

The total charge is -2. Its total energy is -1982.22709 hartree. For the relative energy (zero: lowest compared OMol25 entry of this formula, charge and spin), the calculation gives 13.442 eV. For the highest occupied orbital energy, the calculation gives 1.03 eV. The strongest force on any atom comes out at 9.368 eV Å⁻¹.

Geometry as XYZ:
```
57
Properties=species:S:1:pos:R:3:mulliken_charge:R:1
Ca -30.0617 27.8325 -25.0470 0.7159
C -32.5253 31.0167 -24.0477 0.6293
O -32.1333 30.2067 -23.2539 -0.6204
O -33.6404 30.9750 -24.4843 -0.6066
O -31.7224 31.1031 -24.9628 -0.6341
C -33.6616 26.5926 -27.0811 0.6586
O -32.6556 27.0035 -27.6204 -0.6482
O -34.7375 27.2244 -27.2854 -0.6825
O -33.4607 26.3226 -25.9169 -0.6224
C -28.2936 23.6916 -20.4716 -1.2671
C -29.6263 24.0631 -21.1120 0.3152
C -30.7351 23.9233 -20.0660 -1.4250
O -29.6064 25.4472 -21.4433 -0.4921
H -28.2311 23.8763 -19.3992 0.2863
H -27.4463 24.2397 -20.8836 0.3923
H -28.1044 22.6423 -20.6981 0.3346
H -29.8135 23.5682 -22.0650 0.3620
H -30.5609 24.6020 -19.2310 0.3964
H -30.7928 22.8966 -19.7045 0.3625
H -31.6670 24.2325 -20.5393 0.3873
H -29.8028 25.9267 -20.6351 0.2905
C -25.3902 30.7700 -20.9507 -1.2243
C -26.5040 31.0363 -22.0321 0.2129
C -26.2730 32.3817 -22.6968 -1.2750
O -26.4744 30.0164 -22.9955 -0.4214
H -25.5205 31.4472 -20.1066 0.3756
H -24.3625 30.8956 -21.2914 0.2998
H -25.5213 29.7257 -20.6672 0.3470
H -27.4856 31.0778 -21.5600 0.2802
H -27.0620 32.7181 -23.3695 0.3753
H -25.4973 32.3683 -23.4625 0.3359
H -26.1152 33.2013 -21.9958 0.3185
H -25.6195 30.1822 -23.3996 0.3179
C -25.8538 28.5827 -30.1944 -1.1199
C -26.0097 29.4445 -28.9104 0.1354
C -25.9180 30.9567 -29.2164 -1.2041
O -27.2662 29.2783 -28.3762 -0.4497
H -25.8332 27.5054 -30.0302 0.2978
H -24.8982 28.8444 -30.6486 0.3322
H -26.6926 28.7205 -30.8767 0.3094
H -25.2127 29.2598 -28.1902 0.3029
H -26.0149 31.6494 -28.3803 0.3147
H -26.6528 31.1450 -29.9991 0.3225
H -24.9644 31.2312 -29.6675 0.3572
H -27.7746 29.5914 -29.1280 0.3641
C -26.3614 22.6376 -27.5758 -1.3389
C -26.7021 23.4454 -26.2918 0.6239
C -25.4922 24.2897 -25.7967 -1.2987
O -27.8681 24.2556 -26.5181 -0.4640
H -25.7694 21.7311 -27.4498 0.3455
H -25.8660 23.3386 -28.2476 0.3034
H -27.3158 22.3130 -27.9902 0.4178
H -26.9238 22.7902 -25.4494 0.1176
H -25.7973 25.0226 -25.0498 0.3336
H -25.0550 24.9247 -26.5673 0.2740
H -24.6486 23.7659 -25.3473 0.3659
H -28.2152 24.0595 -27.3914 0.2823
```